ORCA calculation (the ωB97M-V functional and the def2-TZVPD basis) on 2 unconnected molecules or ions with the total composition C23H47BO9PS at a distorted geometry.

Total charge: -1
Highest occupied orbital energy, eV: -4.2
M, g mol⁻¹: 541.5
Lowest unoccupied orbital energy, hartree: 0.0697

Last columns: bonded neighbours and bond lengths (Å).
CARTESIAN COORDINATES (ANGSTROEM)
1 H -4.119 -2.429 -1.753  O25 0.961
2 H 2.369 -4.224 1.894  C55 1.090
3 C 1.332 0.402 0.213  H10 1.089, C19 1.583, C38 1.527, H57 1.088
4 O -1.632 -1.066 1.409  C40 1.412, B79 1.513
5 H 0.493 3.899 -2.492  C72 1.087
6 H -1.549 1.647 2.271  C9 1.091
7 O 1.017 1.064 -6.954  S8 1.417
8 S 0.467 -0.160 -6.499  O7 1.417, O32 1.414, O35 1.604, O80 1.600
9 C -1.586 0.944 3.105  H6 1.091, C30 1.524, H53 1.094, B79 1.641
10 H 0.929 0.338 -0.796  C3 1.089
11 H -2.879 1.670 5.481  C21 1.089
12 C -0.886 -2.442 -0.362  H14 1.091, C40 1.527, C41 1.547, H46 1.082
13 C -1.634 -2.051 -2.737  C28 1.508, C41 1.522, H49 1.088, H63 1.088
14 H -1.963 -2.617 -0.335  C12 1.091
15 H 1.031 -4.295 0.804  C55 1.087
16 C 0.445 -3.601 2.762  H34 1.085, H43 1.084, H54 1.093, C55 1.547
17 C 1.644 -2.347 -6.726  H48 1.092, H67 1.086, C70 1.515, O80 1.432
18 H 3.440 0.547 1.759  C47 1.085
19 C 0.720 -0.814 1.021  C3 1.583, P23 1.856, C40 1.573, O58 1.388
20 C 3.371 -1.633 2.044  P23 1.866, C47 1.527, H51 1.093, H61 1.086
21 C -2.271 0.992 6.079  H11 1.089, C31 1.529, H50 1.092, O73 1.417
22 H 1.549 6.613 -2.012  C62 1.088
23 P 2.032 -2.113 0.835  C19 1.856, C20 1.866, C55 1.847
24 H 2.440 5.087 -2.037  C62 1.086
25 O -3.973 -2.744 -2.649  H1 0.961, C28 1.389
26 H -0.011 2.320 -1.045  C44 1.091
27 C -0.765 4.731 -0.927  H37 1.093, H64 1.091, C71 1.531, C72 1.526
28 C -2.655 -3.159 -2.792  C13 1.508, O25 1.389, O76 1.223
29 H 0.773 1.730 1.841  C38 1.086
30 C -0.816 1.540 4.277  C9 1.524, H39 1.089, O73 1.427, H74 1.100
31 C -2.968 -0.363 6.211  C21 1.529, H42 1.087, H60 1.088, H75 1.087
32 O -0.575 -0.201 -5.543  S8 1.414
33 H 0.261 -1.580 -1.956  C41 1.090
34 H -0.531 -3.937 2.427  C16 1.085
35 O 0.020 -1.045 -7.760  S8 1.604, C70 1.432
36 H 2.480 0.010 3.143  C47 1.084
37 H -1.618 4.183 -1.335  C27 1.093
38 C 0.967 1.776 0.774  C3 1.527, H29 1.086, C44 1.532, H65 1.094
39 H 0.253 1.515 4.074  C30 1.089
40 C -0.679 -1.116 0.368  O4 1.412, C12 1.527, C19 1.573, H56 1.099
41 C -0.450 -2.399 -1.846  C12 1.547, C13 1.522, H33 1.090, H68 1.086
42 H -2.805 -0.788 7.199  C31 1.087
43 H 0.384 -2.614 3.204  C16 1.084
44 C -0.190 2.443 0.024  H26 1.091, C38 1.532, C71 1.541, H78 1.087
45 H -0.192 5.445 -2.838  C72 1.092
46 H -0.440 -3.295 0.134  C12 1.082
47 C 3.364 -0.193 2.549  H18 1.085, C20 1.527, H36 1.084, H52 1.094
48 H 1.019 -3.052 -6.175  C17 1.092
49 H -2.134 -1.152 -2.384  C13 1.088
50 H -2.106 1.446 7.059  C21 1.092
51 H 3.215 -2.268 2.920  C20 1.093
52 H 4.229 -0.042 3.201  C47 1.094
53 H -2.641 0.823 3.369  C9 1.094
54 H 0.744 -4.290 3.558  C16 1.093
55 C 1.462 -3.695 1.601  H2 1.090, H15 1.087, C16 1.547, P23 1.847
56 H -1.006 -0.352 -0.350  C40 1.099
57 H 2.406 0.291 0.084  C3 1.088
58 O 0.432 -0.520 2.347  C19 1.388, B79 1.488
59 H -1.026 4.095 1.101  C71 1.091
60 H -4.033 -0.288 6.001  C31 1.088
61 H 4.335 -1.918 1.632  C20 1.086
62 C 1.568 5.593 -1.634  H22 1.088, H24 1.086, C72 1.543, H77 1.086
63 H -1.325 -1.850 -3.761  C13 1.088
64 H -1.137 5.718 -0.646  C27 1.091
65 H 1.826 2.441 0.640  C38 1.094
66 H 0.605 -2.852 -8.575  C70 1.086
67 H 2.655 -2.738 -6.805  C17 1.086
68 H 0.012 -3.331 -2.157  C41 1.086
69 H -1.299 -1.385 3.537  B79 1.234
70 C 1.044 -1.996 -8.072  C17 1.515, O35 1.432, H66 1.086, H82 1.092
71 C -0.293 3.955 0.305  C27 1.531, C44 1.541, H59 1.091, H81 1.088
72 C 0.271 4.862 -2.040  H5 1.087, C27 1.526, H45 1.092, C62 1.543
73 O -0.989 0.824 5.499  C21 1.417, C30 1.427
74 H -1.113 2.585 4.452  C30 1.100
75 H -2.528 -1.026 5.470  C31 1.087
76 O -2.403 -4.340 -2.989  C28 1.223
77 H 1.653 5.667 -0.554  C62 1.086
78 H -1.134 1.958 0.258  C44 1.087
79 B -1.016 -0.538 2.686  O4 1.513, C9 1.641, O58 1.488, H69 1.234
80 O 1.667 -1.103 -6.017  S8 1.600, C17 1.432
81 H 0.665 4.328 0.661  C71 1.088
82 H 1.777 -1.519 -8.727  C70 1.092